(1)
Here is a cluster of 15 separate species, C6H39NO14 in total from OMol25. Energies are from wB97M-V/def2-TZVPD.

E_HOMO: -8.2 eV
Kohn-Sham gap: 8.21 eV
Molecular weight: 349.4 Da

The geometry in ORCA input format:
```
! RIJCOSX wB97M-V def2-TZVPD def2/J DEFGRID3
* xyz 0 1
C 1.97 -3.16 2.41
N 1.38 -2.03 1.66
C 0.78 -2.50 0.46
C 0.61 -1.72 -0.61
C -0.42 -2.20 -1.60
C -0.86 -1.57 -2.70
C -2.02 -2.14 -3.40
H 1.13 -3.53 3.04
H 2.73 -2.84 3.14
H 2.37 -3.88 1.64
H 1.98 -1.24 1.67
H 0.31 -3.43 0.62
H 0.94 -0.72 -0.72
H -0.99 -3.09 -1.27
H -0.38 -0.65 -3.07
H -2.67 -1.62 -4.05
H -1.74 -3.00 -4.03
H -2.81 -2.50 -2.74
H 3.49 2.15 1.69
H 4.29 1.62 0.69
O 4.34 1.66 1.63
H -1.60 -0.22 2.61
H -0.71 0.71 2.14
O -1.33 0.65 2.90
H -2.73 1.74 0.26
H -3.90 1.00 0.97
O -3.52 1.21 0.09
H 3.04 -1.22 -2.44
H 3.48 -1.37 -1.05
O 3.69 -0.81 -1.80
H -2.72 -2.31 1.94
H -1.29 -2.54 2.13
O -2.12 -2.83 2.49
H 2.43 1.91 -1.05
H 3.02 0.47 -1.16
O 2.79 1.20 -0.50
H -3.71 -2.05 -0.76
H -3.73 -0.93 0.28
O -3.56 -1.87 0.17
H 2.26 -1.47 -4.26
H 1.33 -0.80 -3.31
O 1.84 -1.62 -3.39
H 0.55 2.90 2.49
H -0.87 2.76 3.01
O -0.28 3.46 2.58
H -3.49 -0.13 3.36
H -3.33 1.33 2.73
O -3.83 0.46 2.66
H 1.25 0.43 1.81
H 0.91 0.26 0.36
O 0.66 0.83 1.16
H 0.96 2.60 -2.61
H 2.07 1.79 -3.49
O 1.45 1.77 -2.77
H -0.86 3.76 -2.81
H -0.27 3.87 -1.34
O -0.07 4.01 -2.28
H -1.53 4.59 -0.02
H -0.65 3.73 0.91
O -1.07 3.77 0.03
*
```

***

(2)
Here is a cluster of 10 separate species, C46H96Cl2F3N2O11S9 in total from OMol25. Energies are from wB97M-V/def2-TZVPD.

E_HOMO: -9.7 eV
Kohn-Sham gap: 6.19 eV
Molecular weight: 1269.8 Da

The geometry in ORCA input format:
```
! RIJCOSX wB97M-V def2-TZVPD def2/J DEFGRID3
* xyz 1 1
C 2.54 -2.81 4.80
C 2.55 -3.80 3.66
C 1.28 -4.12 2.67
C 1.81 -4.94 1.36
C 2.70 -6.29 1.71
C 2.26 -7.57 0.73
O 1.67 -8.70 1.47
C 2.77 -9.57 1.93
C 0.90 -2.63 2.03
C 2.14 -1.62 1.63
C 1.74 -1.00 0.13
C 1.96 -2.11 -1.08
Cl 2.78 0.48 -0.34
C -0.25 -2.02 3.03
C -0.52 -0.41 3.08
Cl -0.61 0.28 4.84
C -1.94 -0.15 2.25
C -2.16 1.50 2.23
N -0.81 -3.08 3.73
N -1.78 -2.80 4.68
C -0.20 -4.43 3.31
C -1.27 -5.06 2.23
O -2.68 -4.77 2.50
C -3.43 -5.69 1.59
C -3.30 -5.58 -0.05
C -4.02 -6.56 -1.15
C -3.81 -6.42 -2.79
C -4.98 -7.76 -0.59
C -5.19 -7.90 1.06
C -4.43 -6.90 2.16
C -4.68 -7.13 3.79
C -5.34 -5.82 4.53
C -5.62 -8.43 4.13
C -0.15 -5.59 4.51
F 0.54 -5.08 5.75
F 0.46 -6.88 4.01
F -1.53 -5.99 4.98
H 2.22 -3.10 5.90
H 2.87 -1.70 4.54
H 3.60 -4.33 3.47
H 0.98 -5.27 0.60
H 2.55 -4.23 0.75
H 3.83 -6.07 1.41
H 2.72 -6.58 2.84
H 3.24 -7.95 0.15
H 1.51 -7.26 -0.12
H 3.23 -10.24 1.08
H 3.64 -8.85 2.31
H 2.34 -10.21 2.84
H 0.30 -2.84 1.04
H 3.17 -2.18 1.47
H 2.27 -0.74 2.42
H 0.59 -0.71 0.14
H 2.88 -2.79 -0.85
H 1.95 -1.63 -2.16
H 1.00 -2.82 -1.04
H 0.28 0.25 2.54
H -2.87 -0.64 2.76
H -1.81 -0.58 1.16
H -2.81 1.86 3.13
H -2.55 1.84 1.18
H -1.07 1.98 2.35
H -2.44 -3.60 4.83
H -2.39 -1.99 4.42
H -1.00 -4.58 1.17
H -1.19 -6.25 2.15
H -2.62 -4.71 -0.48
H -4.71 -5.80 -3.21
H -2.75 -5.98 -3.08
H -3.85 -7.54 -3.20
H -5.48 -8.47 -1.39
H -5.93 -8.78 1.38
H -3.63 -7.33 4.32
H -6.52 -5.94 4.63
H -5.14 -4.81 3.96
H -4.90 -5.72 5.64
H -5.14 -9.39 3.60
H -5.73 -8.69 5.27
H -6.72 -8.35 3.66
C -0.93 3.88 -2.99
S -1.17 3.78 -1.20
O -1.41 2.34 -0.85
C -2.76 4.63 -1.17
H 0.00 3.37 -3.25
H -1.76 3.38 -3.50
H -0.87 4.92 -3.30
H -3.48 4.09 -1.79
H -2.64 5.65 -1.53
H -3.12 4.65 -0.14
C 1.18 5.83 4.27
S 0.93 5.96 2.48
O -0.55 5.96 2.23
C 1.56 4.32 2.08
H 0.82 6.75 4.74
H 0.62 4.98 4.66
H 2.24 5.72 4.48
H 0.98 3.56 2.61
H 2.61 4.25 2.36
H 1.46 4.16 1.00
C -4.65 4.39 6.15
S -4.65 4.79 4.39
O -4.38 3.52 3.63
C -3.11 5.74 4.41
H -5.52 3.75 6.36
H -3.74 3.84 6.41
H -4.72 5.30 6.74
H -2.29 5.12 4.78
H -3.23 6.62 5.06
H -2.88 6.07 3.39
C -4.09 6.61 -4.50
S -4.99 5.08 -4.17
O -3.98 3.98 -4.02
C -5.73 4.93 -5.82
H -3.52 6.88 -3.61
H -3.40 6.47 -5.34
H -4.80 7.41 -4.73
H -4.94 4.89 -6.57
H -6.38 5.79 -6.00
H -6.32 4.01 -5.85
C 6.05 4.81 -1.54
S 4.36 4.52 -2.12
O 3.43 4.92 -1.01
C 4.46 2.71 -2.11
H 6.20 5.88 -1.43
H 6.20 4.32 -0.57
H 6.75 4.42 -2.27
H 4.71 2.36 -1.11
H 5.21 2.39 -2.83
H 3.48 2.31 -2.41
C -6.72 10.94 -6.79
S -5.07 10.25 -7.06
O -5.02 8.91 -6.39
C -4.19 11.42 -6.01
H -7.44 10.33 -7.33
H -6.96 10.92 -5.72
H -6.75 11.96 -7.16
H -4.58 11.38 -4.99
H -4.30 12.43 -6.41
H -3.13 11.16 -6.00
C 0.88 0.44 -4.97
S -0.02 -1.09 -4.64
O 0.99 -2.19 -4.49
C -0.76 -1.24 -6.28
H 1.45 0.70 -4.08
H 1.57 0.29 -5.81
H 0.17 1.24 -5.20
H 0.03 -1.29 -7.04
H -1.41 -0.39 -6.47
H -1.34 -2.16 -6.32
C 7.42 -4.55 -1.33
S 5.73 -4.83 -1.91
O 4.80 -4.43 -0.80
C 5.83 -6.64 -1.90
H 7.57 -3.47 -1.22
H 7.57 -5.03 -0.36
H 8.13 -4.94 -2.07
H 6.08 -7.00 -0.90
H 6.59 -6.97 -2.62
H 4.86 -7.04 -2.20
C 10.11 8.10 -0.65
S 8.74 7.41 -1.59
O 8.47 6.03 -1.05
C 9.64 7.21 -3.14
H 9.78 8.27 0.38
H 10.96 7.40 -0.65
H 10.42 9.05 -1.09
H 10.51 6.57 -2.99
H 9.96 8.19 -3.51
H 8.98 6.75 -3.88
*
```

***

(3)
Here is a cluster of 2 separate species, C2H2Cl3NO in total from OMol25. Energies are from wB97M-V/def2-TZVPD.

E_HOMO: -10.4 eV
Kohn-Sham gap: 10.80 eV
Molecular weight: 162.4 Da
Structure (SMILES): C#[N+][O-].ClC(Cl)Cl

The geometry in ORCA input format:
```
! RIJCOSX wB97M-V def2-TZVPD def2/J DEFGRID3
* xyz 0 1
C 0.91 -0.12 -1.00
N 0.37 0.32 -1.90
O -0.25 0.94 -2.73
H 1.67 -0.54 -0.59
Cl -1.87 0.36 2.25
C -0.52 -0.07 1.09
Cl 1.00 0.36 1.88
Cl -0.58 -1.79 0.85
H -0.73 0.53 0.17
*
```

***

(4)
Here is the ion C3HNOS3 with charge -2 from OMol25. Energies are from wB97M-V/def2-TZVPD.

E_HOMO (alpha / beta): 0.8 / 0.8 eV
Kohn-Sham gap (alpha / beta): 4.83 / 4.82 eV
Molecular weight: 163.2 Da
Structure (SMILES): [O-]NC(=S)C1=C([S-])S1

The geometry in ORCA input format:
```
! RIJCOSX wB97M-V def2-TZVPD def2/J DEFGRID3
* xyz -2 1
O 1.75 -0.53 1.44
N 0.45 -0.75 1.38
C -0.48 -0.47 0.48
S -2.04 -1.07 0.90
C -0.26 0.25 -0.71
C 0.35 1.12 -1.48
S 1.45 2.22 -1.97
S -1.28 0.47 -2.23
H 0.06 -1.25 2.19
*
```

***

(5)
Here is a cluster of 2 separate species, C3H8O2S2 in total from OMol25. Energies are from wB97M-V/def2-TZVPD.

E_HOMO: -8.9 eV
Kohn-Sham gap: 9.63 eV
Molecular weight: 140.2 Da
Structure (SMILES): O=CCCSS.O

The geometry in ORCA input format:
```
! RIJCOSX wB97M-V def2-TZVPD def2/J DEFGRID3
* xyz 0 1
O -1.02 1.70 -0.57
C -0.91 1.32 0.58
C 0.17 0.46 1.18
C -0.47 -0.96 1.30
S 0.37 -2.29 0.40
S -0.17 -2.14 -1.51
H -1.74 1.58 1.26
H 0.99 0.33 0.52
H 0.38 0.91 2.09
H -0.71 -1.31 2.31
H -1.53 -0.94 1.01
H 0.90 -1.51 -2.02
O 1.43 0.64 -1.97
H 0.67 1.22 -1.76
H 1.65 0.98 -2.84
*
```

***

(6)
Here is a structure of composition C5H6O4Sm from OMol25. Energies are from wB97M-V/def2-TZVPD.

E_HOMO (alpha / beta): -16.6 / -16.7 eV
Kohn-Sham gap (alpha / beta): 8.32 / 8.54 eV
Molecular weight: 280.5 Da
⟨S²⟩: 12.007

The geometry in ORCA input format:
```
! RIJCOSX wB97M-V def2-TZVPD def2/J DEFGRID3
* xyz 2 7
O 1.18 -2.23 -1.94
C 0.28 -1.90 -1.12
O -0.67 -2.66 -0.82
O 0.36 -0.68 -0.58
C -0.53 -0.36 0.47
C -0.22 1.06 0.96
Sm 0.23 -4.78 -2.51
H -0.44 -1.08 1.29
H -1.57 -0.35 0.12
H -0.85 1.28 1.84
H -1.20 2.26 -0.54
C 1.23 1.14 1.36
C -0.20 2.19 -0.08
O 2.27 1.13 1.77
H -0.33 3.01 0.72
H 0.45 1.98 -0.94
*
```

***

(7)
Here is the molecule C16H22BrN3O3 from OMol25. Energies are from wB97M-V/def2-TZVPD.

E_HOMO: -8.4 eV
Kohn-Sham gap: 8.99 eV
Molecular weight: 384.3 Da
Structure (SMILES): CCOC(=O)N1CCN(CCC(=O)Nc2ccc(Br)cc2)CC1

The geometry in ORCA input format:
```
! RIJCOSX wB97M-V def2-TZVPD def2/J DEFGRID3
* xyz 0 1
C -2.72 -3.66 -0.58
C -2.72 -2.15 -0.38
O -1.44 -1.58 -0.64
C -0.55 -1.65 0.38
O -0.81 -2.07 1.48
N 0.67 -1.20 0.01
C 0.86 -0.51 -1.25
C 2.34 -0.43 -1.64
N 3.24 -0.07 -0.57
C 3.60 1.31 -0.34
C 2.74 2.19 0.60
C 1.35 2.42 0.03
O 1.17 2.82 -1.10
N 0.34 2.12 0.90
C -1.01 1.89 0.62
C -1.78 1.27 1.61
C -3.10 0.95 1.37
C -3.65 1.25 0.14
Br -5.46 0.77 -0.21
C -2.91 1.88 -0.84
C -1.59 2.21 -0.60
C 3.08 -0.96 0.55
C 1.64 -1.03 1.08
H -2.06 -4.12 0.15
H -3.73 -4.04 -0.44
H -2.38 -3.91 -1.58
H -3.39 -1.66 -1.10
H -3.02 -1.90 0.64
H 0.32 -1.06 -2.02
H 0.43 0.49 -1.20
H 2.45 0.29 -2.46
H 2.67 -1.41 -2.00
H 4.61 1.30 0.07
H 3.63 1.80 -1.32
H 2.70 1.76 1.60
H 3.24 3.16 0.66
H 0.61 1.87 1.85
H -1.34 1.01 2.56
H -3.68 0.46 2.13
H -3.36 2.12 -1.80
H -1.01 2.70 -1.36
H 3.75 -0.66 1.35
H 3.37 -1.96 0.21
H 1.53 -1.88 1.76
H 1.41 -0.12 1.65
*
```

***

(8)
Here is the molecule C3H9BO3 from OMol25. Energies are from wB97M-V/def2-TZVPD.

E_HOMO: -8.7 eV
Kohn-Sham gap: 8.78 eV
Molecular weight: 103.9 Da
Structure (SMILES): CC(C)(O)B(O)O

The geometry in ORCA input format:
```
! RIJCOSX wB97M-V def2-TZVPD def2/J DEFGRID3
* xyz 0 1
C -1.25 -0.83 0.40
C 0.28 -0.44 0.34
C 0.80 -1.17 -0.90
O 0.90 -0.76 1.54
B 0.26 1.37 0.08
O -0.33 2.08 1.09
O 0.65 1.62 -1.19
H -1.74 -0.41 -0.43
H -1.70 -0.42 1.33
H -1.33 -1.95 0.20
H 1.78 -0.82 -1.23
H 0.06 -1.25 -1.79
H 0.91 -2.31 -0.68
H 0.56 -0.11 2.07
H -0.70 2.88 0.79
H 0.86 2.51 -1.62
*
```

***

(9)
Here is a structure of composition C29H46P2Y from OMol25. Energies are from wB97M-V/def2-TZVPD.

E_HOMO: -10.4 eV
Kohn-Sham gap: 7.66 eV
Molecular weight: 545.5 Da

The geometry in ORCA input format:
```
! RIJCOSX wB97M-V def2-TZVPD def2/J DEFGRID3
* xyz 1 1
Y 0.40 -0.13 -0.37
C -0.90 -0.79 1.75
C -1.11 0.62 1.55
C -2.22 -0.51 -0.14
C -1.62 -1.48 0.72
C -1.89 0.79 0.36
C -0.22 -1.44 2.90
H 0.60 -0.82 3.29
H 0.22 -2.40 2.61
H -0.91 -1.64 3.73
C -1.79 -2.95 0.63
H -1.47 -3.44 1.56
H -1.21 -3.40 -0.19
H -2.85 -3.22 0.45
C -3.13 -0.80 -1.27
H -3.98 -1.43 -0.95
H -2.62 -1.33 -2.09
H -3.54 0.13 -1.69
C -2.44 2.07 -0.16
H -3.43 2.28 0.27
H -2.56 2.04 -1.25
H -1.79 2.92 0.07
C -0.72 1.70 2.48
H -1.52 1.91 3.20
H -0.50 2.64 1.96
H 0.17 1.44 3.07
C 6.41 1.19 0.02
C 6.11 1.48 1.29
C 6.33 2.82 1.94
C 6.03 4.05 1.05
C 4.84 3.91 0.17
C 4.88 3.57 -1.13
C 6.05 2.97 -1.83
C 7.03 2.12 -0.97
H 7.37 2.90 2.28
H 6.92 4.30 0.46
H 5.72 2.88 2.85
H 7.75 2.78 -0.47
H 6.44 0.15 -0.32
H 5.90 0.66 1.99
H 7.60 1.49 -1.68
H 5.68 2.35 -2.66
H 4.04 3.81 -1.79
H 6.65 3.76 -2.30
H 5.85 4.90 1.73
H 3.92 4.21 0.68
P 2.85 -0.12 0.67
C 4.16 -1.31 0.29
C 3.11 0.72 2.27
P 1.54 2.21 -1.15
C 3.09 1.29 -0.54
C 1.53 3.82 -0.33
C 1.76 2.63 -2.90
H 3.88 -1.86 -0.63
H 4.25 -2.03 1.11
H 5.12 -0.82 0.13
H 3.97 1.41 2.26
H 3.27 -0.05 3.03
H 2.20 1.29 2.54
H 2.75 3.05 -3.12
H 0.99 3.37 -3.16
H 1.60 1.73 -3.52
H 3.70 0.96 -1.40
H 3.73 1.97 0.05
H 0.73 4.42 -0.78
H 2.48 4.35 -0.48
H 1.34 3.71 0.75
C 0.75 -2.98 -4.70
C -0.32 -3.25 -3.83
C -0.45 -2.52 -2.63
C 0.48 -1.54 -2.34
C 1.55 -1.26 -3.17
C 1.68 -1.98 -4.37
H 0.85 -3.55 -5.62
H -1.06 -4.02 -4.06
H -1.29 -2.76 -1.97
H 2.31 -0.51 -2.92
H 2.51 -1.77 -5.03
*
```